A cluster of 40 separate species, H80O40 in total, computed with ωB97M-V with the def2-TZVPD basis set.

2S+1 = 1
E_tot = -83196.1612 eV
Frontier orbital gap = 9.1 eV
Energy relative to the best compared isomer or geometry (same formula, charge and spin) = 9.654 eV
HOMO level = -0.3632 Eh
Net charge = 0

```
120
H80O40, DFT ωB97M-V with the def2-TZVPD basis set
H 3.22875 1.95907 -1.24662
H 2.97764 2.15390 -2.74945
O 2.82400 2.56841 -1.90554
H -4.94932 1.17098 2.80033
H -5.59745 2.11343 2.19010
O -5.40954 1.16102 1.96620
H 0.77994 3.14131 -1.55546
H -0.50903 3.88850 -0.85721
O 0.18191 3.22756 -0.81820
H 6.20020 -0.19779 -1.80054
H 5.78470 -0.41765 -3.35067
O 6.06302 -0.82350 -2.50436
H -0.54587 -3.82664 1.79468
H 0.92243 -4.50487 1.91515
O 0.43040 -3.73462 1.60668
H 2.40309 -4.92360 -0.33121
O 3.32835 -5.18856 -0.49726
H 5.78110 -2.59409 -2.59478
O 5.60045 -3.21346 -1.84675
H -1.07341 0.36542 -1.44999
H -0.11406 1.42894 -1.00900
O -0.14590 0.48076 -1.21390
H -5.17873 -1.76375 1.95272
H -3.98140 -1.37133 2.95027
O -4.75306 -1.91470 2.77618
H 1.05935 -2.51906 -2.98210
H 0.60845 -3.85742 -2.15684
O 1.24432 -3.11069 -2.19500
H -5.45297 0.20331 -0.06750
H -3.92395 -0.12943 0.09159
O -4.65088 -0.11170 -0.55407
H -2.86998 -4.32218 2.60606
O -2.27044 -3.74157 3.05054
H -1.41815 -1.59160 1.91857
H -1.59773 -0.59288 0.80049
O -1.74394 -1.52387 1.00510
H -2.95730 2.76760 3.68445
H -3.41095 4.19243 3.62298
O -3.79349 3.27521 3.62425
H 1.23868 3.80216 -5.05850
H 0.00336 2.79772 -4.91138
O 0.87651 3.01564 -4.55192
H -0.78022 0.27627 -5.16705
H 0.44603 -0.05309 -4.38595
O -0.45317 -0.41596 -4.58602
H -1.73398 0.07623 -3.02302
H -2.74767 0.96890 -2.43071
O -2.67758 0.30641 -3.11019
H -0.51052 -6.55717 -0.47664
H -0.19013 -5.02292 0.18130
O 0.08068 -5.82238 -0.22757
H 2.47098 3.79051 0.70882
O 3.18569 3.17251 0.79845
H 0.65942 6.35289 -1.59629
H 0.87217 4.87796 -1.73252
O 0.14384 5.52802 -1.82110
H -4.34617 -4.19611 -1.18381
O -4.81085 -3.83347 -0.39816
H 2.60404 1.96270 -4.62152
H 4.05165 1.87062 -5.24202
O 3.51601 1.72990 -4.45969
H -1.56498 -4.16334 -3.82062
H -1.87519 -3.14912 -2.56533
O -1.41759 -3.97595 -2.88974
H -5.31057 -1.89359 -2.36965
H -6.19220 -1.64677 -1.37443
O -6.13693 -2.27989 -2.11595
H 0.74488 -1.30625 4.32037
H 1.10451 0.19100 4.06806
O 1.46562 -0.66862 4.27951
H 2.03876 5.47065 2.70671
H 3.18254 4.52490 2.99250
O 2.99717 5.45604 2.87991
H 2.00280 -1.84096 -1.09497
H 1.33366 -0.52602 -1.03387
O 2.21039 -0.92574 -0.86610
H -2.27638 4.80676 0.98262
H -1.08457 5.48454 0.48966
O -1.29899 4.73444 1.12221
H 4.88611 1.42156 4.09255
H 5.45434 2.39778 2.79349
O 4.97455 1.65658 3.15085
H -0.16762 2.72014 2.96188
H -1.34693 3.43072 2.35797
O -1.15813 2.67096 2.93702
H -5.38245 1.13721 -1.78847
H -4.67973 1.99917 -2.81322
O -5.24891 2.09112 -2.04230
H 5.09218 0.00401 2.77163
O 5.28795 -0.94433 2.67912
H -2.33337 1.15887 1.93921
H -2.45440 1.39517 0.46077
O -3.02653 1.11767 1.23644
H 2.63313 2.35452 0.80362
H 3.24257 -6.12372 -0.36892
H -4.69580 -4.55317 0.26427
H 4.65857 -3.37394 -2.01058
H -2.91895 -3.28019 3.60596
H 5.75769 -0.97775 1.85083
O -0.58176 -3.41148 5.04530
H -0.19806 -3.96754 4.26900
H 0.31772 -3.20216 5.27178
O -3.84190 4.34950 0.79385
H -3.66752 4.64703 -0.10904
H -4.38086 3.56209 0.68022
O -1.64416 -1.60394 -1.65952
H -0.93928 -1.61898 -1.00549
H -2.41378 -1.01680 -1.52696
O 1.26103 -0.59476 1.79848
H 1.10393 -0.70407 0.83818
H 2.17453 -0.85490 1.99066
O 3.62639 0.67965 5.76113
H 3.98860 -0.14868 5.49418
H 2.66261 0.62216 5.77911
O 4.42456 -0.11163 -0.38955
H 3.65211 0.16127 -0.87628
H 4.36782 -1.04316 -0.74711
O 1.98933 -0.73437 -3.92689
H 2.92935 -0.85375 -4.08356
H 1.70275 -1.50017 -3.36486
```